1.
Here is a single C31H34N4O5 molecule in a non-equilibrium geometry from the OMol25 dataset. Energies are from wB97M-V/def2-TZVPD.

Element x y z (Å)
C (-3.35360, -2.41603, 2.25972)
C (-4.61962, -1.61172, 1.94574)
C (-5.09177, -0.85134, 3.18667)
C (-5.72517, -2.53689, 1.44014)
N (-4.33807, -0.66319, 0.86656)
C (-3.45232, 0.34009, 0.93388)
O (-2.83602, 0.67597, 1.92464)
C (-3.27498, 1.02829, -0.44735)
C (-2.89672, 2.47833, -0.35758)
C (-1.89707, 2.95194, 0.48738)
C (-1.59781, 4.30413, 0.47892)
C (-2.29927, 5.13337, -0.38113)
N (-3.25687, 4.69745, -1.18175)
C (-3.54617, 3.41069, -1.16227)
N (-2.27831, 0.25122, -1.20035)
C (-2.69607, -0.85265, -1.85966)
O (-3.87248, -1.21308, -1.84045)
C (-1.70466, -1.62319, -2.61333)
C (-1.92327, -2.78794, -3.31171)
C (-0.67743, -3.16060, -3.85356)
C (0.20551, -2.20236, -3.45009)
O (-0.40170, -1.27526, -2.70590)
C (-0.92561, 0.67021, -1.09760)
C (-0.11730, 0.16686, -0.08677)
C (1.16504, 0.64936, 0.07159)
C (1.66452, 1.63359, -0.78114)
C (2.97738, 2.21868, -0.56305)
C (3.32915, 3.54359, -0.58021)
C (4.66899, 3.64368, -0.13759)
C (5.09672, 2.38404, 0.14566)
N (4.07335, 1.50145, -0.11472)
C (4.21580, 0.10964, -0.14385)
O (3.61432, -0.59622, -0.90594)
O (5.10516, -0.25859, 0.76832)
C (5.47238, -1.65576, 0.93288)
C (6.42439, -1.64400, 2.12798)
C (6.18283, -2.14693, -0.32685)
C (4.23739, -2.50117, 1.24033)
C (0.84720, 2.12073, -1.79989)
C (-0.43904, 1.64751, -1.95655)
H (-3.00539, -2.93077, 1.36594)
H (-2.57202, -1.74715, 2.60945)
H (-3.55562, -3.15280, 3.03241)
H (-5.32273, -1.55011, 3.98612)
H (-5.98242, -0.27209, 2.95575)
H (-4.31387, -0.17238, 3.52406)
H (-6.62112, -1.96480, 1.20991)
H (-5.40355, -3.05596, 0.53932)
H (-5.97202, -3.27522, 2.19744)
H (-4.63041, -0.95392, -0.06196)
H (-4.21689, 0.93465, -1.00197)
H (-1.37670, 2.28071, 1.15034)
H (-0.82884, 4.70055, 1.12390)
H (-2.09378, 6.19501, -0.43491)
H (-4.33896, 3.10326, -1.83398)
H (-2.86239, -3.29167, -3.41092)
H (-0.46756, -4.01968, -4.45765)
H (1.25795, -2.07618, -3.61665)
H (-0.50935, -0.58231, 0.58597)
H (1.77331, 0.28045, 0.88314)
H (2.68697, 4.35822, -0.84910)
H (5.23876, 4.54577, -0.04133)
H (6.04846, 2.02629, 0.48372)
H (7.27313, -0.99669, 1.92512)
H (5.90971, -1.27187, 3.00986)
H (6.78443, -2.64917, 2.32528)
H (5.50272, -2.13009, -1.17484)
H (7.03685, -1.51046, -0.54629)
H (6.53215, -3.16442, -0.17693)
H (4.54434, -3.51780, 1.46801)
H (3.56272, -2.51954, 0.38893)
H (3.70946, -2.09388, 2.09976)
H (1.22843, 2.87759, -2.46889)
H (-1.07454, 2.03254, -2.74014)

Atoms 1-2, force components in eV/Å:
-0.151 0.149 -0.048
0.073 -0.061 0.332

Properties
2S+1: 1
Relative energy (zero: lowest compared OMol25 entry of this formula, charge and spin) (kcal/mol): 0.0
SMILES: CC(C)(C)NC(=O)[C@@H](c1cccnc1)N(C(=O)c1ccco1)c1ccc(-c2cccn2C(=O)OC(C)(C)C)cc1
Gap between HOMO and LUMO (eV): 8.69
Charge: 0
Total energy (a.u.): -1796.9722

2.
Here is a molecular structure, C31H34NOsP2S in a non-equilibrium geometry from the OMol25 dataset. Energies are from wB97M-V/def2-TZVPD.

Element x y z (Å)
Os (-0.82982, 0.75566, 0.14245)
C (3.69024, -4.01502, -0.62081)
C (3.40960, -3.17216, -1.71568)
C (2.60251, -2.06206, -1.53950)
C (2.00666, -1.83225, -0.29865)
C (2.15496, -2.76148, 0.74388)
C (3.04456, -3.79273, 0.58355)
P (1.25002, -0.19901, -0.12673)
C (2.56157, 0.90703, -0.68461)
C (2.08652, 2.23485, -0.77050)
C (2.91055, 3.26481, -1.03345)
C (4.26265, 3.02424, -1.24556)
C (4.73876, 1.69130, -1.17869)
C (3.83631, 0.59066, -0.97932)
C (1.27460, 0.25414, 1.61466)
C (2.34331, 0.32705, 2.51412)
C (2.07144, 0.93417, 3.74277)
C (0.82632, 1.55185, 3.96261)
C (-0.24244, 1.44460, 3.07689)
C (0.00852, 0.84526, 1.86692)
H (4.31223, -4.90067, -0.74459)
H (3.84787, -3.25500, -2.71976)
H (2.46044, -1.30842, -2.26636)
H (1.67745, -2.45974, 1.68381)
H (3.21114, -4.42137, 1.47112)
H (0.98271, 2.37101, -0.70733)
H (2.46621, 4.21775, -1.24845)
H (4.85609, 3.87730, -1.44227)
H (5.83448, 1.50150, -1.22887)
H (4.27232, -0.36474, -0.93148)
H (3.34770, -0.06104, 2.31216)
H (2.84808, 1.05050, 4.43278)
H (0.65789, 2.11528, 4.87350)
H (-1.16594, 2.02933, 3.31311)
C (-0.98340, -3.96972, 1.47554)
C (-1.24181, -2.45855, 1.60951)
P (-1.82539, -1.20594, 0.32766)
C (-1.96468, -1.99619, -1.33186)
C (-2.11625, -3.52867, -1.65376)
C (-3.62983, -0.99300, 0.74235)
C (-4.68015, -2.09790, 0.40176)
H (-0.29942, -4.34558, 2.30209)
H (-0.54167, -4.22812, 0.50961)
H (-1.96275, -4.45237, 1.48168)
H (-0.38839, -1.90133, 1.99956)
H (-1.97479, -2.32946, 2.44999)
H (-1.11243, -1.68338, -1.91164)
H (-2.75862, -1.45295, -1.83714)
H (-3.02739, -3.69989, -2.20553)
H (-2.06979, -4.11351, -0.74772)
H (-1.28903, -3.82397, -2.26804)
H (-3.97460, 0.03376, 0.38160)
H (-3.48117, -0.88134, 1.83020)
H (-5.05246, -1.96912, -0.62855)
H (-5.54279, -2.02285, 1.11496)
H (-4.23050, -3.07736, 0.52908)
S (-2.23173, 2.88574, -3.68983)
C (-1.76506, 1.53065, -2.73480)
N (-1.61469, 1.80396, -1.41132)
C (-1.89909, 3.18298, -1.17825)
C (-2.02883, 3.78935, 0.07870)
C (-2.28706, 5.14977, 0.17883)
C (-2.37083, 5.90518, -0.99517)
C (-2.38988, 5.30241, -2.23569)
C (-2.05787, 3.92934, -2.37662)
H (-1.66946, 0.56421, -3.17447)
H (-1.71664, 3.24015, 0.98342)
H (-2.30043, 5.63450, 1.19219)
H (-2.65121, 6.98392, -0.85916)
H (-2.48545, 5.91264, -3.20093)

Atoms 1-2, force components in eV/Å:
-1.038 0.975 -0.983
0.164 -1.027 -0.812

Properties
2S+1: 5
Gap between HOMO and LUMO (alpha / beta) (eV): 6.41 / 3.58
Charge: +3
Total energy (a.u.): -2426.8137

3.
Here is 6 unconnected molecules or ions with the total composition C31H34O11 in a non-equilibrium geometry from the OMol25 dataset. Energies are from wB97M-V/def2-TZVPD.

Element x y z (Å)
O (0.62330, 1.68103, 4.48463)
C (1.31730, 2.73403, 4.01363)
C (2.73530, 2.74303, 4.00963)
C (3.53130, 3.94503, 3.64563)
C (2.79730, 5.08803, 3.26563)
O (3.39730, 6.20303, 2.89863)
C (1.49630, 5.17503, 3.62663)
C (0.71530, 4.04303, 4.02763)
H (0.93130, 0.82203, 4.29663)
H (3.29830, 1.83503, 4.24063)
H (4.60930, 3.70803, 3.45263)
H (3.15630, 6.44703, 2.11263)
H (1.04830, 6.12103, 3.44563)
H (-0.22270, 3.86503, 4.11263)
O (-4.28070, 4.86603, 1.68663)
C (-3.07470, 5.41903, 1.35963)
C (-2.88270, 6.79303, 1.16863)
C (-1.61770, 7.20503, 0.72863)
C (-0.60370, 6.31303, 0.38263)
O (0.64530, 6.75403, -0.04637)
C (-0.73670, 5.01603, 0.74163)
C (-2.02570, 4.54103, 1.08863)
H (-4.51070, 4.13003, 1.28763)
H (-3.71270, 7.48503, 1.58163)
H (-1.50370, 8.35403, 0.75263)
H (0.86730, 7.64403, 0.44663)
H (0.02630, 4.15803, 0.68563)
H (-2.17870, 3.49003, 1.37963)
O (-1.01870, 1.40203, 0.12863)
C (-0.38670, 0.17503, 0.07063)
C (0.57830, -0.12997, 1.06063)
C (1.31730, -1.42697, 1.08863)
C (1.09830, -2.25597, -0.04337)
O (1.84730, -3.44997, -0.13137)
C (0.10630, -1.95597, -0.87137)
C (-0.60370, -0.77897, -0.92437)
H (-0.84370, 1.99903, -0.65037)
H (0.79030, 0.71503, 1.93763)
H (1.76730, -1.78097, 1.82863)
H (1.24030, -4.03597, -0.01437)
H (-0.30270, -2.72097, -1.59837)
H (-1.32870, -0.46097, -1.67937)
O (2.99730, -7.68597, -2.95137)
C (1.96330, -7.06997, -2.45537)
C (1.12530, -6.19697, -3.14137)
C (0.10230, -5.50797, -2.52437)
C (-0.17970, -5.71897, -1.04937)
O (-1.16970, -4.95497, -0.55237)
C (0.69230, -6.56997, -0.33137)
C (1.78030, -7.25397, -0.95637)
H (2.89930, -7.71397, -3.79637)
H (1.26330, -5.97497, -4.15337)
H (-0.56970, -4.92797, -3.22537)
H (-1.42670, -5.51097, 0.17263)
H (0.68730, -6.68097, 0.76763)
H (2.28330, -7.84897, -0.34037)
O (-0.04470, 1.88103, -3.69837)
C (-1.03070, 1.00103, -3.96137)
C (-2.31970, 1.34603, -3.48737)
C (-3.45470, 0.52303, -3.82837)
C (-3.20870, -0.62597, -4.48737)
O (-4.26370, -1.39697, -4.91837)
C (-1.95470, -1.04697, -4.83137)
C (-0.87370, -0.21997, -4.48837)
H (0.78230, 1.91103, -3.91437)
H (-2.34470, 2.34903, -3.01637)
H (-4.40170, 1.00703, -3.60637)
H (-4.40070, -1.15797, -5.76837)
H (-1.74570, -1.95097, -5.49437)
H (0.08630, -0.69797, -4.39037)
C (1.72430, -5.65897, 3.41263)
O (0.89530, -6.71797, 3.13763)
H (1.47330, -4.54097, 2.73363)
H (2.66030, -6.02897, 3.02163)
H (1.78230, -5.62497, 4.39463)
H (0.08430, -6.60597, 2.64963)

Atoms 1-2, force components in eV/Å:
-2.025 1.200 0.382
3.038 2.840 1.628

Properties
2S+1: 1
Relative energy (zero: lowest compared OMol25 entry of this formula, charge and spin) (kcal/mol): 270.9
SMILES: Oc1ccc(O)cc1.Oc1ccc(O)cc1.Oc1ccc(O)cc1.Oc1ccc(O)cc1.Oc1ccc(O)cc1.CO
Gap between HOMO and LUMO (eV): 8.33
Charge: 0
Total energy (a.u.): -2028.9036